# 1
The following is a DFT calculation (the ωB97M-V functional and the def2-TZVPD basis) of a 10-piece molecular cluster, C36H98N6O16 overall.

The geometry in XYZ format:
```
156
Properties=species:S:1:pos:R:3:forces:R:3:mulliken_charge:R:1
C 4.182799 -2.035720 -9.625271 -0.693 -0.515 1.333 -0.73
O 3.013072 -2.095877 -8.740214 0.609 1.398 -1.227 -0.29
C 2.736740 -3.346243 -8.207339 0.383 -0.735 1.340 -0.75
C 1.406334 -3.392631 -7.373356 1.147 -0.172 -0.516 0.48
C 1.340929 -2.438283 -6.178626 -0.665 0.770 -1.147 -1.30
N 1.155536 -4.767854 -6.944947 0.438 0.184 -0.264 -0.70
H 4.314611 -1.044059 -10.058104 -0.678 -0.075 0.016 0.24
H 4.114738 -2.815969 -10.383350 -0.091 0.092 -0.199 0.30
H 5.091983 -2.203735 -9.047981 0.066 -0.247 0.214 0.31
H 2.765020 -4.108634 -8.985836 -0.560 -0.251 -0.304 0.35
H 3.535037 -3.658671 -7.534118 0.344 -0.005 0.361 0.33
H 0.652508 -3.198587 -8.136371 -0.392 1.069 0.271 0.23
H 1.909311 -2.584366 -5.260094 0.704 -0.461 -0.582 0.30
H 0.319819 -2.373155 -5.802863 -0.298 -0.034 -0.241 0.37
H 1.556671 -1.482712 -6.656559 0.170 0.402 0.645 0.34
H 0.844949 -5.181985 -7.812198 -0.222 -0.915 0.214 0.27
H 0.347413 -4.672286 -6.346700 -0.252 -0.517 0.125 0.25
C 5.576790 5.200917 5.663666 -2.490 -0.418 -0.147 -0.84
O 4.840711 5.856011 4.615369 -0.036 1.666 0.620 -0.33
C 4.235002 7.137753 5.005510 1.426 0.395 -1.056 -0.81
C 4.625910 8.222849 3.840609 -0.486 -0.661 1.557 0.29
C 3.746082 9.511014 3.906940 1.308 0.095 -0.127 -1.25
N 4.435912 7.590420 2.560540 -1.219 -0.705 0.206 -0.80
H 5.708813 4.216126 5.215478 1.041 0.102 0.381 0.26
H 4.844124 5.043438 6.455175 -0.050 -0.250 0.420 0.36
H 6.387903 5.717410 6.176911 0.503 0.117 -0.904 0.32
H 3.151675 7.097768 5.119004 -0.299 -0.486 -0.555 0.34
H 4.561761 7.369834 6.019154 0.468 0.434 -0.082 0.46
H 5.705072 8.374733 3.861925 -0.025 0.715 0.785 0.37
H 4.335914 10.301398 3.442727 0.324 0.314 0.555 0.31
H 3.464750 9.761637 4.929748 0.128 0.185 -0.040 0.33
H 2.873365 9.609331 3.261331 -0.302 -1.159 0.107 0.33
H 3.513080 7.250557 2.790744 -1.173 -0.161 -1.389 0.30
H 4.887519 6.690538 2.640348 0.875 -0.194 -0.330 0.36
C -3.037243 7.693442 2.929163 1.088 -1.194 0.558 -0.72
O -3.263988 6.453441 3.638450 -0.229 0.103 -0.832 -0.31
C -3.801289 6.475504 4.917168 -1.135 0.985 2.068 -0.73
C -5.294595 6.778365 5.008246 -1.256 1.341 0.699 0.38
C -5.972326 6.842243 6.443983 0.930 0.026 -0.206 -1.48
N -6.012407 5.883105 4.133034 0.060 -0.212 0.016 -0.74
H -2.250381 8.231152 3.458150 -0.390 0.589 0.348 0.32
H -3.918139 8.288766 2.688954 -0.027 -0.110 0.217 0.29
H -2.506205 7.368653 2.034396 -0.502 0.045 -0.294 0.26
H -3.697944 5.506754 5.405977 0.710 -0.189 -0.241 0.41
H -3.436924 7.269363 5.569200 1.228 -0.019 0.039 0.31
H -5.389752 7.805250 4.655323 -0.303 0.169 -0.396 0.27
H -7.039929 7.060860 6.466936 -0.089 -0.341 -0.881 0.37
H -5.609619 7.669798 7.053649 0.647 0.057 -0.135 0.38
H -5.831098 5.948751 7.052121 0.120 -0.259 -0.178 0.32
H -5.462383 5.940226 3.287855 -0.246 -0.020 -0.769 0.34
H -5.662059 5.005596 4.489874 -0.597 -0.979 -0.014 0.32
C 2.523161 -1.855252 1.096279 0.184 2.006 -0.334 -0.70
O 1.542550 -0.951020 1.610708 -0.456 1.570 1.362 -0.23
C 1.859640 0.510376 1.615976 -0.014 -0.557 -0.900 -0.75
C 0.612217 1.386256 1.946195 -0.303 -0.684 -1.775 0.51
C -0.161210 1.638343 0.545179 -1.243 -0.776 1.834 -1.33
N 0.927321 2.636222 2.588270 0.999 0.680 -0.654 -0.55
H 2.506074 -1.706528 0.016608 0.162 -0.590 -0.297 0.31
H 2.344901 -2.889498 1.390649 -0.334 0.291 0.058 0.22
H 3.506545 -1.523491 1.429421 0.268 -0.317 0.180 0.28
H 2.642261 0.871291 2.283319 0.371 -0.927 0.546 0.32
H 2.235600 0.730795 0.616892 -0.058 0.178 -0.210 0.35
H 0.119557 0.760370 2.690283 -1.037 -0.361 -0.586 0.19
H -1.192401 1.974963 0.652102 -0.134 0.586 0.839 0.40
H -0.439542 0.679546 0.107767 0.961 -0.250 -0.410 0.31
H 0.234852 2.370545 -0.158461 0.833 -0.404 0.253 0.36
H 1.703431 2.650098 3.234460 -0.344 -0.089 0.064 0.14
H 0.158388 3.242738 2.835199 0.129 -0.366 0.035 0.17
C -1.645747 -4.429444 9.447365 0.440 -0.271 0.189 -0.81
O -0.430464 -4.739673 8.735519 -0.948 0.266 0.361 -0.31
C -0.382032 -4.387533 7.357170 1.178 1.426 0.224 -0.83
C 1.126363 -4.338413 6.923951 -1.627 -1.367 0.808 -0.47
N 1.540286 -5.733035 6.902309 -0.482 1.471 1.433 -0.15
C 2.550036 -6.167938 6.027308 0.523 -0.613 -0.815 -0.77
C 3.827062 -5.274069 5.899051 -0.800 -0.555 0.791 -0.43
O 4.579936 -5.460051 7.092513 0.668 0.595 0.857 -0.35
C 5.622238 -4.488556 7.355101 -0.131 -0.590 -1.522 -0.73
H -2.423736 -5.175421 9.285007 -0.276 0.255 -0.720 0.30
H -1.961700 -3.391169 9.346051 -0.222 -0.012 -0.809 0.32
H -1.536198 -4.489141 10.530198 1.008 -0.297 0.038 0.28
H -0.817602 -3.414559 7.129837 -0.079 0.529 0.652 0.45
H -0.954614 -5.010776 6.670277 0.087 -0.855 0.212 0.41
H 1.770196 -3.843976 7.651350 -0.366 0.605 0.061 0.21
H 1.116857 -3.778065 5.989066 0.367 -0.233 -0.514 0.32
H 0.753358 -6.330961 7.110477 0.551 -0.320 -0.376 0.23
H 2.048406 -6.358188 5.078479 0.723 0.242 -1.026 0.37
H 2.864537 -7.156530 6.361778 0.385 -0.045 0.027 0.35
H 3.587767 -4.218344 5.771438 -0.219 0.177 -0.016 0.33
H 4.380039 -5.589930 5.014430 0.200 -0.133 -0.071 0.43
H 5.268842 -3.464689 7.477220 -0.413 -0.025 0.181 0.29
H 6.283942 -4.485254 6.488932 0.152 0.181 -0.300 0.29
H 6.294477 -4.750263 8.172239 -0.725 -0.428 0.311 0.27
C -6.058672 3.601836 -4.596447 0.715 -1.017 -0.800 -0.71
O -7.367281 3.705643 -5.142316 -0.414 1.938 1.522 -0.38
C -7.866883 2.709570 -5.960744 0.978 -1.372 -0.115 -0.77
C -8.435144 1.497705 -5.154390 0.046 -0.332 -0.474 -0.37
N -8.438026 0.306539 -5.952495 0.188 -0.562 -2.113 -0.37
C -9.301292 0.359733 -7.146250 0.168 0.046 0.428 -0.63
C -9.070201 -0.922859 -7.971153 -1.280 0.753 -0.242 -0.44
O -10.011899 -1.019853 -9.018789 -0.904 0.762 -0.455 -0.32
C -9.669299 -1.860851 -10.106837 0.748 0.572 0.919 -0.71
H -5.337800 3.940028 -5.340834 0.160 -0.202 -0.227 0.28
H -5.792340 2.595926 -4.271953 -0.199 -0.514 -0.501 0.29
H -5.769701 4.139285 -3.693262 -1.362 0.819 0.022 0.31
H -7.144922 2.500724 -6.750215 0.957 -1.167 0.402 0.41
H -8.604981 3.038775 -6.692126 -0.858 0.905 0.983 0.35
H -9.430962 1.803519 -4.833579 -0.462 0.111 0.096 0.29
H -7.955745 1.089237 -4.264761 0.745 1.304 0.294 0.44
H -8.727296 -0.521463 -5.451677 0.075 0.150 0.395 0.24
H -9.108532 1.203506 -7.808824 0.541 0.087 0.128 0.25
H -10.281227 0.598237 -6.732816 -0.866 -0.724 -0.656 0.40
H -9.260449 -1.795054 -7.345705 0.897 -0.281 0.244 0.31
H -8.090553 -0.795902 -8.431864 0.426 -0.600 0.484 0.30
H -8.738316 -1.518119 -10.558390 0.196 0.185 -0.242 0.31
H -10.458594 -1.784399 -10.854667 -0.021 -0.393 0.284 0.24
H -9.442229 -2.850766 -9.711079 -0.461 -0.469 -0.380 0.29
O -1.356959 2.556521 -5.957429 -1.219 -0.624 1.432 -0.51
C -0.800213 3.330385 -6.933069 1.852 1.455 -1.223 -0.28
C 0.136667 4.451508 -6.380803 0.400 -1.741 0.241 -0.51
O 1.353629 3.927388 -5.748909 -1.103 0.530 -0.822 -0.53
H -1.816911 1.881410 -6.461677 -0.245 -0.363 0.561 0.32
H -0.292402 2.620187 -7.585638 0.890 0.479 -0.372 0.28
H -1.514119 3.824889 -7.591790 -0.541 0.292 0.131 0.30
H -0.381734 5.055957 -5.636483 -0.268 0.087 -0.172 0.30
H 0.426099 5.068304 -7.231622 0.193 0.015 0.170 0.32
H 1.096566 3.668995 -4.860794 0.032 -0.134 0.058 0.30
O 8.542684 -3.146543 1.735235 0.101 -0.752 -0.540 -0.51
C 8.340605 -1.851092 2.239980 0.762 -0.422 0.917 -0.27
C 8.394681 -0.782247 1.175800 -0.328 -0.518 0.884 -0.53
O 9.685657 -0.638676 0.604078 -0.688 -0.015 -0.005 -0.49
H 8.200580 -3.221901 0.841433 -0.251 -0.041 -0.033 0.29
H 7.439398 -1.829091 2.852726 -0.510 0.277 -0.301 0.27
H 9.150386 -1.786171 2.966715 0.177 0.680 -0.016 0.25
H 8.016883 0.130845 1.635824 0.314 0.320 -0.374 0.31
H 7.691055 -1.134370 0.421465 -0.332 0.416 -0.341 0.33
H 9.663117 -1.326462 -0.065284 0.744 0.057 -0.191 0.34
O 3.972861 -6.851364 -3.088488 -0.006 -0.474 -0.311 -0.51
C 3.119823 -7.473982 -2.152906 0.751 0.365 2.250 -0.18
C 3.967347 -8.286080 -1.168952 0.783 -1.484 0.304 -0.61
O 4.896843 -7.737028 -0.225133 -0.662 0.937 -0.554 -0.52
H 3.481276 -6.531042 -3.848311 -0.151 0.039 0.001 0.28
H 2.609273 -6.714426 -1.560864 -0.348 0.218 -0.081 0.23
H 2.375925 -8.206339 -2.466556 0.048 0.136 -0.884 0.30
H 4.546517 -9.014095 -1.736964 -0.010 -0.084 -0.541 0.34
H 3.358601 -8.920539 -0.524748 -0.580 0.267 -0.166 0.36
H 5.527815 -7.205936 -0.716486 0.153 0.107 -0.044 0.30
O -2.924921 -5.513715 2.450847 -0.306 -0.070 0.332 -0.50
C -2.062724 -4.481590 2.014994 -0.564 -0.105 -2.686 -0.13
C -2.161029 -4.287589 0.425846 0.872 1.323 1.510 -0.55
O -1.598064 -5.358802 -0.302289 -0.776 -0.249 0.469 -0.47
H -2.886925 -6.276118 1.868701 0.238 -0.050 0.040 0.27
H -2.440744 -3.569936 2.477685 0.438 -0.019 0.159 0.29
H -1.017117 -4.720255 2.209499 0.056 0.237 0.398 0.19
H -1.570841 -3.417020 0.139678 0.212 0.098 0.274 0.28
H -3.170836 -4.010906 0.122783 -0.355 -0.521 0.027 0.30
H -2.217575 -6.066088 -0.108565 0.218 -0.630 -0.512 0.31
```
Positions in Å, forces in eV/Å.

Summary:
- Total charge: 0
- Strongest force on any atom: 2.7 eV/Å
- E_HOMO: -7.80 eV
- Energy above the lowest of the compared OMol25 structures with the same formula, charge and spin: 3.669 eV
- Kohn-Sham gap: 7.978 eV
- SMILES: COC[C@H](C)N.COC[C@H](C)N.COC[C@H](C)N.COC[C@H](C)N.COCCNCCOC.COCCNCCOC.OCCO.OCCO.OCCO.OCCO
- Multiplicity: 1

=====

# 2
The following is a DFT calculation (the ωB97M-V functional and the def2-TZVPD basis) of a 2-piece molecular cluster, CH6N3O2 overall.

The geometry in XYZ format:
```
12
Properties=species:S:1:pos:R:3:forces:R:3:nbo_charge:R:1
C 0.441071 0.078263 0.112192 0.270 -1.403 -1.129 0.62
N 1.599524 -0.644687 0.005177 -1.820 -1.948 0.351 -0.76
N -0.760951 -0.525814 -0.213754 -4.568 0.457 -0.463 0.11
N 0.488938 1.403452 0.111049 0.156 -1.299 0.436 -0.71
O -1.204441 -1.749286 0.248329 2.921 2.956 2.989 -0.47
O -2.119623 0.783063 0.018429 4.564 -1.175 -0.609 -0.59
H 1.708216 -1.731374 -0.062454 -0.752 3.049 0.282 0.47
H 2.418981 -0.117587 0.186315 0.913 0.095 0.136 0.42
H 1.433313 1.756700 0.048898 -0.450 0.787 0.043 0.43
H -0.366132 1.953984 0.183046 0.411 -0.105 -0.012 0.48
H -1.657553 -2.311949 -0.349622 -0.693 -0.068 -2.349 0.52
H -2.895485 0.278486 0.201273 -0.952 -1.345 0.326 0.48
```
Positions in Å, forces in eV/Å.

Summary:
- Total charge: +1
- Strongest force on any atom: 5.1 eV/Å
- E_HOMO: -15.30 eV
- Energy above the lowest of the compared OMol25 structures with the same formula, charge and spin: 1.912 eV
- Kohn-Sham gap: 9.309 eV
- Multiplicity: 1